Formula: C4H6IN2O2P
Source: OMol25
Level of theory: wB97M-V/def2-TZVPD

CARTESIAN COORDINATES (ANGSTROEM)
1 C -2.162 0.677 0.033
2 C -2.633 -1.602 0.213
3 C -0.808 -0.124 0.191
4 C 0.261 0.028 -0.896
5 N -1.258 -1.495 0.248
6 N -3.136 -0.286 0.109
7 O -2.318 1.864 -0.037
8 O -3.442 -2.501 0.223
9 P -0.174 0.469 1.921
10 I -5.110 0.233 -0.190
11 H 1.357 -0.251 -0.537
12 H 0.150 1.111 -1.196
13 H -0.101 -0.580 -1.639
14 H -0.897 -2.215 0.826
15 H -0.388 1.841 1.784
16 H 1.113 0.593 1.563

Output
Energy above the lowest of the compared OMol25 structures with the same formula, charge and spin = 25.5 kJ/mol
Lowest unoccupied orbital energy = -0.025 hartree
HOMO = -9.78 eV
SMILES = C[C@]1(P)NC(=O)N(I)C1=O
Orbital gap = 9.1 eV
Net charge = 0

---

Formula: C3H5NOS
Source: OMol25
Level of theory: wB97M-V/def2-TZVPD

CARTESIAN COORDINATES (ANGSTROEM)
1 C -0.914 0.563 -0.080
2 C 0.291 1.107 0.226
3 C -0.796 -0.938 -0.240
4 N 1.168 0.033 0.518
5 O 0.497 -1.231 0.247
6 S 2.754 -0.006 -0.202
7 H -1.937 0.987 -0.120
8 H 0.718 2.072 0.570
9 H -1.412 -1.569 0.440
10 H -1.054 -1.430 -1.176
11 H 3.375 -0.768 0.672

Output
Energy above the lowest of the compared OMol25 structures with the same formula, charge and spin = 392.0 kJ/mol
Lowest unoccupied orbital energy = 0.031 hartree
HOMO = -8.05 eV
SMILES = SN1C=CCO1
Orbital gap = 8.9 eV
Net charge = 0

---

Formula: C3H4N2O2
Source: OMol25
Level of theory: wB97M-V/def2-TZVPD

CARTESIAN COORDINATES (ANGSTROEM)
1 C 0.372 -0.452 0.026
2 C -1.714 -0.586 -0.060
3 C -0.133 0.812 0.022
4 H 1.864 -1.871 0.127
5 H 2.231 -0.228 -0.642
6 H -2.738 -0.862 -0.053
7 H 0.153 2.611 0.630
8 N 1.680 -0.792 0.065
9 N -0.695 -1.358 -0.014
10 O -1.493 0.734 0.005
11 O 0.472 1.991 -0.106

Output
Energy above the lowest of the compared OMol25 structures with the same formula, charge and spin = 225.9 kJ/mol
Lowest unoccupied orbital energy = 0.023 hartree
HOMO = -7.79 eV
SMILES = Nc1ncoc1O
Orbital gap = 8.4 eV
Net charge = 0

---

no.,maximum force (eV/A)
1,3.63
2,1.93
3,3.49